[1]
ORCA calculation (ωB97M-V/def2-TZVPD) on a 2-piece molecular cluster, C2H8OSSi overall in a non-equilibrium geometry.

Properties
* LUMO: -0.35 eV
* energy: -843.8315 Ha
* energy relative to the best compared isomer or geometry (same formula, charge and spin): 425.6 kJ/mol
* orbital gap: 8.16 eV

Last column: natural (NBO) charge in e.
Geometry (Å):
C (1.463, 1.352, 0.551)  -0.245
C (-2.558, -1.260, -0.576)  -0.673
O (1.006, 0.081, 0.282)  -0.930
Si (1.489, -1.480, 0.374)  0.979
S (-2.165, 0.184, 0.536)  -0.112
H (2.058, 1.694, -0.309)  0.178
H (2.119, 1.275, 1.426)  0.185
H (0.528, 1.990, 0.540)  0.199
H (-1.628, -1.717, -0.684)  0.216
H (-3.279, -1.777, -0.082)  0.205
H (2.746, -1.538, 0.974)  -0.350
H (-2.981, -0.969, -1.543)  0.206
H (-0.934, -0.075, 0.193)  0.144


[2]
ORCA calculation (ωB97M-V/def2-TZVPD) on C21H15N4OS2Ti as an isolated structure in a non-equilibrium geometry.

Properties
* LUMO (spin up / spin down): -0.18 / -0.22 eV
* energy: -2749.4618 Ha
* energy relative to the best compared isomer or geometry (same formula, charge and spin): 44.3 kJ/mol
* spin multiplicity: 2
* orbital gap (spin up / spin down): 6.68 / 7.76 eV

Last column: natural (NBO) charge in e.
Geometry (Å):
Ti (-0.046, -0.297, 0.677)  1.361
N (-2.241, -2.559, 3.586)  -0.793
C (-1.329, -1.984, 2.760)  0.308
S (-1.277, -0.228, 2.748)  -0.287
N (-0.600, -2.790, 2.046)  -0.423
N (0.255, -2.169, 1.155)  -0.362
C (1.166, -2.931, 0.636)  0.119
C (2.141, -2.476, -0.328)  -0.200
C (2.973, -3.414, -0.956)  -0.144
C (3.904, -3.032, -1.896)  -0.254
C (4.034, -1.683, -2.228)  -0.188
C (3.244, -0.734, -1.612)  -0.222
C (2.298, -1.110, -0.657)  0.340
O (1.562, -0.181, -0.043)  -0.715
H (-2.653, -1.991, 4.302)  0.401
H (-2.164, -3.551, 3.736)  0.399
H (1.178, -3.974, 0.944)  0.202
H (2.864, -4.459, -0.694)  0.211
H (4.532, -3.773, -2.371)  0.216
H (4.758, -1.376, -2.971)  0.214
H (3.336, 0.319, -1.845)  0.218
S (-2.011, 3.437, -0.856)  0.424
C (-0.875, 4.003, 0.333)  -0.242
C (-0.624, 5.302, 0.754)  -0.198
C (0.331, 5.493, 1.734)  -0.210
C (1.020, 4.409, 2.285)  -0.201
C (0.772, 3.118, 1.864)  -0.222
C (-0.186, 2.913, 0.874)  0.196
N (-0.553, 1.691, 0.339)  -0.549
C (-1.490, 1.804, -0.569)  0.136
C (-2.006, 0.623, -1.245)  -0.067
C (-2.977, 0.697, -2.244)  -0.195
C (-3.395, -0.466, -2.863)  -0.223
C (-2.848, -1.686, -2.483)  -0.187
C (-1.887, -1.747, -1.481)  -0.210
C (-1.433, -0.601, -0.830)  -0.385
H (-1.163, 6.136, 0.322)  0.223
H (0.545, 6.496, 2.078)  0.219
H (1.759, 4.586, 3.055)  0.221
H (1.297, 2.270, 2.286)  0.230
H (-3.400, 1.653, -2.532)  0.206
H (-4.145, -0.427, -3.643)  0.214
H (-3.179, -2.596, -2.971)  0.211
H (-1.488, -2.715, -1.197)  0.208


[3]
ORCA calculation (ωB97M-V/def2-TZVPD) on a 2-piece molecular cluster, C3H4FN overall in a non-equilibrium geometry.

Properties
* LUMO: -0.38 eV
* energy: -271.0633 Ha
* energy relative to the best compared isomer or geometry (same formula, charge and spin): 629.8 kJ/mol
* orbital gap: 7.12 eV

Last column: natural (NBO) charge in e.
Geometry (Å):
C (0.569, 1.111, -0.133)  -0.349
C (-1.119, 0.867, 1.605)  0.025
C (0.046, -1.830, -0.751)  0.280
N (-0.175, 0.878, 0.897)  -0.246
F (-0.509, -1.212, -1.733)  -0.312
H (1.100, 1.987, -0.281)  0.198
H (0.804, 0.192, -0.785)  0.171
H (-1.411, 0.504, 2.539)  0.199
H (0.694, -2.498, -1.357)  0.033